{
  "formula": "C8H23N4Si",
  "method": "ωB97M-V/def2-TZVPD",
  "homo_lumo_gap_ev": 9.06,
  "lumo_energy_ev": -2.860,
  "e_homo_ev": -11.92,
  "total_energy_ha": -826.8151,
  "charge": 1,
  "symbols": ["H", "Si", "C", "H", "N", "H", "H", "C", "H", "H", "C", "C", "H", "H", "H", "H", "H", "H", "H", "C", "H", "C", "H", "C", "H", "H", "N", "H", "N", "C", "H", "N", "H", "H", "H", "H"],
  "xyz": [[-3.356, 0.694, 0.067], [1.094, 1.839, -3.400], [0.472, -0.405, 1.170], [2.938, 0.708, 2.447], [1.039, 2.216, -1.504], [-2.546, 0.657, -1.584], [1.079, -2.264, 2.130], [-1.872, -0.956, 1.462], [0.608, -1.530, -2.350], [1.281, 3.131, -1.210], [-0.863, -0.286, 0.427], [0.576, -1.670, -1.226], [-2.907, 2.302, -0.777], [3.575, 0.201, 0.834], [-1.157, -2.922, 1.671], [1.593, 1.453, -0.989], [1.426, -1.042, -0.916], [-1.507, -2.260, 3.126], [-2.800, -1.273, 1.031], [-2.625, 1.192, -0.623], [0.214, 3.015, -3.904], [2.677, 0.126, 1.542], [-2.143, -0.024, 2.132], [0.391, -1.542, 2.310], [0.031, 2.030, -1.042], [-1.404, -1.356, -1.189], [1.458, 0.323, 0.826], [0.421, -0.973, 3.196], [-1.270, 1.146, 0.034], [-1.070, -2.022, 2.171], [0.586, -2.665, -0.703], [-0.635, -0.980, -0.796], [0.752, 0.423, -3.378], [2.844, -0.903, 2.015], [-1.269, 1.712, 0.937], [2.365, 1.907, -3.936]],
  "mulliken_charge": [0.306, 0.489, -1.168, 0.367, -0.402, 0.286, 0.570, -0.563, 0.301, 0.423, 1.447, -0.905, 0.319, 0.331, 0.420, 0.366, 0.295, 0.486, 0.458, -0.853, -0.013, -1.127, 0.293, -0.844, 0.405, 0.257, -0.263, 0.375, -0.407, -1.140, 0.291, -0.280, -0.079, 0.317, 0.324, -0.081]
}

{
  "formula": "C8H23N7O7Zn",
  "method": "ωB97M-V/def2-TZVPD",
  "homo_lumo_gap_ev": 6.52,
  "lumo_energy_ev": -0.273,
  "e_homo_ev": -6.79,
  "total_energy_ha": -3008.1172,
  "charge": 0,
  "symbols": ["N", "C", "C", "H", "H", "O", "N", "Zn", "O", "H", "H", "H", "H", "H", "H", "O", "C", "H", "C", "H", "O", "N", "H", "N", "N", "H", "C", "H", "H", "H", "C", "N", "O", "O", "O", "H", "N", "H", "H", "C", "H", "H", "H", "H", "H", "C"],
  "xyz": [[1.647, 0.396, -1.822], [3.730, -0.864, -1.502], [-0.774, -3.556, 1.403], [1.684, 3.316, 1.526], [-2.849, 0.015, 2.682], [-2.360, -1.543, -3.205], [1.282, 4.030, 0.948], [-0.280, 0.472, -0.899], [0.409, 2.343, -0.295], [-4.996, 0.576, -0.004], [1.054, -0.955, 2.691], [-0.402, -0.063, 2.404], [0.201, -3.201, -0.371], [-0.530, 4.131, -1.699], [2.237, 1.224, -1.733], [-0.939, -4.334, 2.356], [2.262, -0.757, -1.152], [2.387, -1.539, 0.835], [2.125, -0.590, 0.368], [1.402, 5.000, 1.152], [-1.889, 0.824, 0.404], [-4.029, 0.655, -0.247], [1.707, -1.670, -1.367], [-3.485, 0.198, 1.930], [0.074, 4.471, -0.970], [-2.529, -2.659, 1.635], [-3.055, 0.576, 0.704], [-3.743, 0.940, -1.170], [-4.450, -0.013, 2.086], [4.341, -0.079, -1.051], [-1.607, -0.878, -2.475], [0.300, -3.609, 0.548], [-1.035, -1.334, -1.376], [-1.319, 0.384, -2.664], [0.755, -0.304, 0.702], [1.681, 0.275, -2.834], [-1.693, -2.607, 1.092], [-1.547, -2.097, 0.209], [2.827, 0.188, 0.690], [0.634, -0.142, 2.094], [4.112, -1.854, -1.245], [0.893, -4.406, 0.695], [3.859, -0.726, -2.579], [0.197, 5.448, -0.794], [1.168, 0.764, 2.404], [0.544, 3.554, -0.105]],
  "mulliken_charge": [-0.436, -1.596, 0.392, 0.198, 0.201, -0.762, -0.401, 0.800, -0.526, 0.153, 0.348, -0.034, 0.199, 0.248, 0.267, -0.735, 0.542, 0.439, -1.267, 0.170, -0.378, -0.389, 0.143, -0.351, -0.429, 0.169, 0.396, 0.232, 0.155, 0.373, 0.593, -0.245, -0.819, -0.658, 1.064, 0.344, -0.132, 0.176, 0.484, -0.845, 0.414, 0.207, 0.410, 0.160, 0.203, 0.524]
}

{
  "formula": "C8H23NO13S2Zn",
  "method": "ωB97M-V/def2-TZVPD",
  "homo_lumo_gap_ev": 5.02,
  "lumo_energy_ev": 3.794,
  "e_homo_ev": -1.23,
  "total_energy_ha": -3927.2703,
  "charge": -2,
  "symbols": ["H", "C", "O", "H", "H", "H", "C", "H", "S", "H", "O", "H", "O", "O", "O", "C", "H", "O", "O", "H", "H", "H", "H", "O", "N", "H", "H", "H", "C", "O", "Zn", "O", "H", "H", "H", "H", "O", "O", "O", "H", "C", "C", "H", "H", "C", "C", "S", "H"],
  "xyz": [[-1.542, -1.644, -1.680], [0.763, 3.692, -1.296], [-2.311, 3.139, -2.002], [0.936, 4.098, 0.864], [3.234, -0.568, 0.582], [0.274, 2.261, 1.463], [-1.660, -2.766, 0.003], [0.863, 4.784, -1.305], [-1.723, -0.071, 3.096], [2.261, 3.218, 0.139], [-1.017, 0.075, 1.784], [1.012, 2.786, -2.932], [-0.782, -0.664, 4.051], [-2.864, -0.961, 2.865], [-1.302, -1.571, -0.752], [2.434, -1.231, 0.204], [-3.443, -1.655, 0.228], [-3.558, 2.107, -0.177], [1.632, 3.030, -2.234], [0.620, -1.996, 2.802], [3.679, 0.355, -1.871], [2.969, -2.190, 0.329], [1.951, -0.876, 2.929], [-3.326, -3.067, 1.711], [1.087, 0.145, -1.420], [0.793, -0.032, -2.378], [-0.282, 3.428, -1.491], [-3.165, -2.242, 2.244], [-3.125, -2.697, 0.344], [0.598, 2.071, 0.569], [-0.371, 0.093, 0.024], [1.281, -1.253, 0.996], [3.180, -0.696, -3.143], [2.169, -2.569, 2.438], [4.004, -1.456, -1.777], [-1.052, -2.638, 0.897], [-1.608, 1.040, -1.136], [-3.639, 1.165, -2.420], [-2.169, 1.272, 3.525], [-3.764, -3.327, -0.283], [1.165, 3.318, 0.139], [1.540, -1.675, 2.312], [1.516, 1.061, -1.405], [1.532, -1.913, -1.528], [3.314, -0.652, -2.058], [2.034, -0.981, -1.268], [-2.816, 1.897, -1.421], [-1.320, -3.643, -0.560]],
  "mulliken_charge": [0.168, 0.037, -0.850, 0.554, 0.382, 0.196, -0.143, 0.300, 1.138, 0.277, -0.578, 0.367, -0.806, -0.906, 0.091, -1.184, 0.265, -0.735, -0.633, 0.251, 0.311, 0.474, 0.306, -0.723, -0.296, 0.329, -0.071, 0.533, -0.474, -0.202, 1.360, -0.103, 0.361, 0.373, 0.431, -0.009, -0.682, -0.817, -0.784, 0.315, -0.816, -0.983, 0.239, 0.344, -1.535, 0.424, 1.118, 0.386]
}

{
  "formula": "C8H23NO5Ti",
  "method": "ωB97M-V/def2-TZVPD",
  "homo_lumo_gap_ev": [2.07, 10.93],
  "spin_multiplicity": 4,
  "lumo_energy_ev": [-3.552, -3.135],
  "s2": 3.75,
  "e_homo_ev": [-5.62, -14.06],
  "total_energy_ha": -1598.3680,
  "charge": 1,
  "symbols": ["N", "H", "O", "H", "H", "O", "H", "C", "H", "C", "H", "O", "H", "H", "H", "C", "C", "H", "H", "H", "H", "H", "H", "Ti", "C", "H", "C", "H", "H", "O", "C", "C", "H", "H", "H", "O", "H", "H"],
  "xyz": [[1.970, 0.047, -0.468], [-3.045, -0.354, 1.069], [-1.103, -0.886, 0.858], [-2.285, -0.276, -3.179], [1.979, -0.597, 2.829], [0.437, 0.697, 2.160], [2.531, 0.881, 1.995], [1.975, -0.747, 0.695], [-1.713, 1.884, 0.824], [0.549, -1.473, -1.940], [0.254, -2.209, -1.192], [-0.412, -0.498, -2.204], [2.285, -0.402, -2.536], [-2.670, -0.733, -0.581], [-1.054, -1.331, -3.902], [-1.985, 1.207, 0.015], [0.102, 1.193, 3.486], [0.853, 2.247, 0.965], [2.830, 0.548, -0.640], [2.883, -1.348, 0.635], [2.640, -1.728, -1.473], [1.204, -1.515, 0.636], [-1.310, -1.750, 1.222], [0.039, 0.387, -0.153], [-1.539, -1.043, -2.969], [-2.084, -1.883, -2.538], [-2.261, -0.269, 0.316], [-1.572, 1.162, -1.955], [-2.940, 1.696, -0.175], [-1.149, 1.274, -1.101], [1.756, 0.116, 2.035], [1.926, -0.923, -1.648], [-0.782, 1.830, 3.461], [-0.316, 2.573, 0.060], [0.900, 1.824, 3.878], [0.355, 1.910, 0.221], [0.799, -1.895, -2.914], [-0.046, 0.388, 4.206]],
  "mulliken_spin": [-0.090, 0.012, -1.507, 0.035, -0.058, -0.082, 0.012, -0.166, 0.068, -0.146, 0.152, -0.057, -0.014, 0.141, -0.028, -0.084, 0.078, -0.023, 0.013, -0.072, 0.003, 0.148, 1.041, 3.830, -0.049, 0.056, -0.201, 0.081, -0.127, -0.257, -0.026, 0.082, 0.026, 0.094, -0.009, 0.158, -0.022, -0.012]
}

{
  "formula": "C8H23NO5Zn",
  "method": "ωB97M-V/def2-TZVPD",
  "homo_lumo_gap_ev": 11.47,
  "lumo_energy_ev": -5.883,
  "e_homo_ev": -17.36,
  "total_energy_ha": -2528.3586,
  "charge": 2,
  "symbols": ["C", "O", "O", "C", "H", "C", "H", "H", "H", "H", "H", "H", "H", "H", "C", "N", "O", "H", "H", "H", "C", "H", "H", "H", "Zn", "O", "H", "O", "C", "H", "C", "C", "H", "H", "H", "H", "H", "H"],
  "xyz": [[0.120, -1.159, 2.012], [1.350, -1.302, -1.864], [1.659, 1.726, -0.558], [0.946, 2.902, -1.031], [0.677, 2.277, -3.088], [0.745, -1.768, 3.275], [1.690, 3.650, -1.311], [-1.090, -1.431, -3.078], [-1.552, -2.878, -2.275], [-2.829, 1.255, 1.369], [-1.793, 2.454, 2.007], [-0.120, 0.772, 3.023], [2.273, -1.553, -2.002], [-1.421, 1.252, -2.486], [0.079, 2.586, -2.230], [1.168, -0.932, 0.981], [-0.654, 1.324, -1.908], [1.817, -0.235, 1.362], [0.609, -3.089, -1.090], [-2.008, 2.406, 0.262], [0.505, -2.467, -1.986], [0.090, -2.276, 3.984], [1.728, -1.782, 0.986], [1.351, -1.110, 3.902], [0.307, 0.148, -0.577], [-0.795, 0.889, 1.096], [-1.581, -0.171, 2.746], [-1.304, -1.249, -0.992], [-0.632, 0.133, 2.294], [-2.207, -1.455, -0.729], [-1.900, 1.786, 1.143], [-0.914, -1.996, -2.159], [0.326, 3.364, -0.258], [-0.652, 3.355, -2.453], [1.400, -2.566, 2.909], [-0.607, -1.874, 1.623], [0.817, -3.102, -2.817], [2.403, 2.117, -0.081]],
  "mulliken_charge": [0.393, -0.467, -0.335, -0.433, 0.344, -1.518, 0.513, 0.277, 0.453, 0.344, 0.351, 0.418, 0.283, 0.285, -0.461, -0.433, -0.370, 0.317, 0.282, 0.285, -0.461, 0.402, 0.356, 0.376, 0.648, 0.028, 0.457, -0.430, -0.791, 0.302, -0.977, -0.492, 0.268, 0.388, 0.419, 0.190, 0.458, 0.331]
}

{
  "formula": "C8H24B2O28",
  "method": "ωB97M-V/def2-TZVPD",
  "homo_lumo_gap_ev": 8.55,
  "lumo_energy_ev": 3.278,
  "e_homo_ev": -5.27,
  "total_energy_ha": -2476.2454,
  "charge": -2,
  "symbols": ["O", "H", "O", "C", "O", "O", "O", "O", "H", "O", "C", "H", "H", "O", "C", "C", "H", "O", "H", "O", "O", "O", "H", "O", "O", "O", "H", "H", "H", "O", "B", "H", "H", "H", "H", "O", "O", "O", "H", "H", "H", "C", "O", "O", "H", "C", "H", "H", "H", "O", "H", "H", "O", "O", "O", "O", "H", "C", "O", "B", "O", "C"],
  "xyz": [[-0.162, 2.061, -5.187], [-0.593, 2.840, -5.538], [-0.074, -6.042, 2.891], [0.258, 0.808, -0.108], [-3.963, 1.516, -1.567], [-2.576, 5.267, -2.179], [-1.104, -0.841, 4.834], [0.055, -2.625, -0.057], [-0.243, -6.877, 3.328], [-0.533, -0.272, -0.109], [-3.871, 3.783, 5.422], [0.136, 7.105, -0.343], [-3.197, 1.027, -1.266], [1.812, -7.932, -0.659], [-3.182, 3.982, 4.089], [-3.468, -0.406, 3.912], [0.870, -7.772, -0.721], [-4.137, 4.703, 6.227], [-3.985, 1.371, -2.513], [3.282, -3.638, 3.130], [-1.808, -3.392, -7.641], [2.197, -2.537, -4.837], [-2.800, 4.380, -1.896], [2.074, 4.650, 3.958], [2.687, 1.032, -0.573], [7.238, 3.105, -0.517], [-0.587, -6.086, 2.084], [2.393, -3.857, 2.850], [1.939, -3.458, -4.841], [6.480, -0.462, -1.962], [-3.437, 1.755, 4.517], [-0.880, 1.461, -4.982], [1.550, -2.108, -4.277], [3.028, 4.582, 3.990], [6.965, 2.187, -0.503], [-0.414, -1.637, -2.182], [-4.165, 0.681, 3.894], [1.034, 6.837, -0.540], [1.137, 5.995, -0.095], [5.534, -0.473, -1.820], [-2.278, 5.163, -3.082], [-0.604, -3.474, -0.773], [1.559, -0.928, -0.927], [-3.795, -1.560, 3.580], [6.699, -1.365, -2.194], [-2.084, -0.050, 4.565], [-1.757, -3.386, -6.685], [3.310, -2.681, 3.112], [1.800, 3.927, 3.393], [-2.998, 2.810, 3.538], [-2.720, -3.178, -7.834], [2.030, -8.399, -1.465], [-4.069, 2.478, 5.628], [-2.958, 5.048, 3.510], [-1.729, -3.283, -2.945], [-2.266, 1.113, 5.112], [6.672, 3.514, -1.172], [-1.041, -2.804, -2.131], [-0.082, 1.910, 0.309], [0.156, -1.368, -0.804], [-1.003, -4.591, -0.460], [1.669, 0.389, -0.491]],
  "mulliken_charge": [-0.603, 0.298, -0.581, 0.640, -0.639, -0.617, -0.684, -0.490, 0.281, -0.437, 0.529, 0.319, 0.350, -0.621, 0.656, 0.611, 0.320, -0.642, 0.283, -0.643, -0.642, -0.658, 0.336, -0.630, -0.630, -0.650, 0.309, 0.321, 0.307, -0.633, 1.006, 0.308, 0.345, 0.304, 0.329, -0.502, -0.466, -0.649, 0.330, 0.338, 0.291, 0.603, -0.499, -0.656, 0.303, 0.623, 0.333, 0.315, 0.328, -0.325, 0.310, 0.302, -0.462, -0.666, -0.610, -0.525, 0.316, 0.561, -0.668, 1.041, -0.677, 0.655]
}